C28H20Br2Cl3N5OSn as an isolated structure, computed with ωB97M-V/def2-TZVPD.

```
! wB97M-V def2-TZVPD RIJCOSX def2/J DEFGRID3
* xyz 0 1
Sn 10.64 9.65 13.28
C 13.80 4.62 17.23
C 13.81 4.65 18.62
C 12.47 4.78 19.02
C 11.64 4.77 17.89
C 12.45 4.71 16.77
H 14.64 4.61 16.56
H 14.66 4.70 19.25
H 12.13 4.95 20.04
H 10.59 4.91 17.82
H 12.16 4.71 15.74
C 10.40 13.02 12.21
C 9.31 12.18 11.61
C 8.35 12.69 10.73
C 7.33 11.92 10.24
C 7.25 10.54 10.67
C 6.23 9.62 10.25
Br 4.85 10.12 9.11
C 6.20 8.30 10.73
C 7.04 7.93 11.77
Br 6.71 6.31 12.69
C 8.11 8.71 12.15
O 9.03 8.19 12.98
C 8.23 10.05 11.57
N 9.22 10.86 11.95
H 10.05 14.09 12.19
H 11.34 12.90 11.69
H 10.54 12.78 13.31
H 8.48 13.73 10.40
H 6.61 12.37 9.55
H 5.54 7.54 10.23
Cl 9.18 11.82 18.64
C 10.30 12.13 17.21
Cl 9.93 13.69 16.30
Cl 12.00 11.83 17.66
C 9.98 11.18 16.14
N 9.94 10.28 15.39
C 14.62 8.22 10.74
C 13.78 7.17 11.10
N 12.65 6.89 10.48
C 12.25 7.80 9.58
C 13.08 8.82 9.03
C 14.36 8.93 9.57
C 12.40 9.64 8.04
C 12.67 10.87 7.57
C 13.45 11.89 8.20
C 14.01 12.94 7.45
C 14.74 13.92 8.12
N 14.96 13.78 9.42
C 14.36 12.81 10.08
N 13.62 11.83 9.54
H 15.53 8.39 11.30
H 14.12 6.60 12.00
H 11.19 7.70 9.30
H 15.10 9.65 9.29
H 11.46 9.24 7.63
H 12.33 11.10 6.55
H 13.86 12.97 6.40
H 15.10 14.79 7.64
H 14.46 12.81 11.16
*
```

Highest occupied orbital energy (alpha / beta) = -4.097 / -4.095 eV
Frontier orbital gap (alpha / beta) = 1.8 / 1.8 eV
E_tot = -8170.6661 Eh
Energy relative to the best compared isomer or geometry (same formula, charge and spin) = 465.9 kJ/mol

Mulliken atomic charge list, values in e, 4 entries: 0.90 -0.41 -0.75 -0.39